[1]
{
  "formula": "C45H66ClN2O26P",
  "method": "ωB97M-V/def2-TZVPD",
  "total_charge": 0,
  "homo_lumo_gap_ev": 9.309,
  "spin_multiplicity": 1,
  "smiles": "C=CC[C@@]1(P(=O)(O)O)C(=O)N[C@](CC)([C@H](Cl)CC)[C@@]1(O)c1ccncc1.C[C@@H]1COC(=O)O1.C[C@@H]1COC(=O)O1.C[C@@H]1COC(=O)O1.C[C@@H]1COC(=O)O1.C[C@@H]1COC(=O)O1.C[C@@H]1COC(=O)O1.C[C@@H]1COC(=O)O1",
  "homo_ev": -9.80,
  "elements": ["C", "C", "C", "C", "P", "O", "O", "O", "C", "O", "N", "C", "C", "C", "C", "Cl", "C", "C", "C", "O", "C", "C", "C", "N", "C", "C", "H", "H", "H", "H", "H", "H", "H", "H", "H", "H", "H", "H", "H", "H", "H", "H", "H", "H", "H", "H", "H", "H", "H", "H", "C", "C", "C", "O", "C", "O", "O", "H", "H", "H", "H", "H", "H", "C", "C", "C", "O", "C", "O", "O", "H", "H", "H", "H", "H", "H", "C", "C", "C", "O", "C", "O", "O", "H", "H", "H", "H", "H", "H", "C", "C", "C", "O", "C", "O", "O", "H", "H", "H", "H", "H", "H", "C", "C", "C", "O", "C", "O", "O", "H", "H", "H", "H", "H", "H", "C", "C", "C", "O", "C", "O", "O", "H", "H", "H", "H", "H", "H", "C", "C", "C", "O", "C", "O", "O", "H", "H", "H", "H", "H", "H"],
  "xyz": [[5.822, -2.282, 1.047], [4.807, -1.610, 1.780], [4.414, -0.076, 1.467], [3.142, 0.082, 0.493], [3.864, 1.213, -0.879], [2.843, 1.588, -1.952], [5.132, 0.377, -1.682], [4.590, 2.594, -0.204], [2.796, -1.248, -0.328], [3.479, -2.004, -1.025], [1.325, -1.413, -0.138], [0.544, -0.181, 0.308], [-0.587, -0.894, 1.229], [-1.367, -2.087, 0.512], [-0.015, 0.571, -1.026], [-1.838, 0.940, -0.892], [0.309, -0.196, -2.391], [-0.579, -1.488, -2.689], [1.735, 0.585, 1.123], [1.871, 2.033, 0.882], [1.653, 0.575, 2.728], [1.156, 1.760, 3.555], [1.086, 1.639, 5.066], [1.448, 0.590, 5.938], [1.893, -0.476, 5.125], [2.012, -0.610, 3.630], [6.525, -1.692, 0.367], [5.888, -3.422, 1.090], [4.335, -2.215, 2.620], [4.349, 0.497, 2.445], [5.338, 0.343, 0.919], [5.769, 1.054, -2.058], [4.340, 2.714, 0.736], [1.350, -1.945, 0.761], [-0.132, -1.355, 2.184], [-1.360, -0.135, 1.619], [-2.031, -1.780, -0.354], [-2.077, -2.521, 1.310], [-0.714, -2.961, 0.185], [0.455, 1.614, -1.148], [0.072, 0.555, -3.233], [1.407, -0.463, -2.535], [-0.302, -1.834, -3.754], [-0.266, -2.364, -2.014], [-1.699, -1.302, -2.695], [0.961, 2.400, 0.931], [0.841, 2.720, 3.038], [0.665, 2.557, 5.616], [2.220, -1.400, 5.726], [2.369, -1.586, 3.170], [6.744, -2.040, -5.972], [7.565, -0.956, -5.309], [8.365, -1.424, -4.130], [8.508, -0.224, -3.373], [7.427, 0.547, -3.664], [7.127, 1.548, -3.068], [6.727, 0.035, -4.713], [5.972, -1.603, -6.608], [7.377, -2.690, -6.580], [6.230, -2.658, -5.231], [8.195, -0.455, -6.053], [9.339, -1.825, -4.412], [7.841, -2.158, -3.510], [-5.822, -0.659, 0.562], [-5.783, -1.737, 1.623], [-6.214, -1.275, 2.983], [-5.533, -2.193, 3.838], [-4.412, -2.583, 3.169], [-3.512, -3.211, 3.659], [-4.445, -2.166, 1.874], [-5.229, -0.953, -0.307], [-6.848, -0.466, 0.240], [-5.396, 0.278, 0.931], [-6.356, -2.610, 1.290], [-7.293, -1.336, 3.128], [-5.876, -0.264, 3.230], [-2.256, 5.959, 6.328], [-2.071, 4.883, 5.280], [-1.414, 5.357, 4.024], [-1.898, 4.424, 3.067], [-3.113, 3.999, 3.518], [-3.883, 3.347, 2.878], [-3.329, 4.415, 4.798], [-2.987, 5.645, 7.076], [-1.311, 6.181, 6.828], [-2.636, 6.883, 5.885], [-1.543, 4.024, 5.710], [-0.325, 5.325, 4.083], [-1.729, 6.358, 3.712], [4.027, 3.359, -5.374], [4.206, 2.276, -6.411], [4.858, 2.742, -7.679], [4.369, 1.799, -8.629], [3.158, 1.375, -8.166], [2.382, 0.716, -8.799], [2.947, 1.802, -6.889], [3.298, 3.048, -4.621], [4.974, 3.584, -4.879], [3.645, 4.282, -5.821], [4.736, 1.424, -5.970], [5.948, 2.715, -7.629], [4.538, 3.741, -7.992], [-4.684, -6.124, 2.868], [-5.116, -6.897, 1.642], [-4.480, -6.432, 0.366], [-5.439, -6.833, -0.608], [-6.650, -6.839, 0.019], [-7.701, -6.952, -0.538], [-6.502, -6.694, 1.367], [-5.380, -6.291, 3.694], [-3.683, -6.423, 3.184], [-4.675, -5.049, 2.678], [-4.964, -7.971, 1.803], [-3.514, -6.903, 0.178], [-4.366, -5.344, 0.306], [-4.673, -2.831, 6.836], [-4.681, -1.434, 7.416], [-3.451, -1.087, 8.201], [-3.937, -0.084, 9.089], [-5.263, -0.342, 9.277], [-5.946, 0.189, 10.100], [-5.704, -1.290, 8.402], [-5.682, -3.133, 6.546], [-4.023, -2.885, 5.961], [-4.324, -3.564, 7.569], [-4.877, -0.702, 6.625], [-2.646, -0.696, 7.576], [-3.067, -1.918, 8.801], [-0.327, 3.171, -8.564], [-0.545, 3.877, -7.244], [-1.648, 3.295, -6.409], [-2.042, 4.411, -5.617], [-1.758, 5.526, -6.349], [-2.122, 6.630, -6.070], [-1.007, 5.213, -7.443], [0.256, 3.798, -9.244], [0.199, 2.226, -8.418], [-1.276, 2.963, -9.066], [0.398, 3.931, -6.688], [-1.311, 2.470, -5.779], [-2.512, 2.968, -6.995]]
}

=====

[2]
{
  "formula": "C13H25NO5Rb",
  "method": "ωB97M-V/def2-TZVPD",
  "total_charge": -1,
  "homo_lumo_gap_ev": 4.244,
  "spin_multiplicity": 1,
  "homo_ev": -2.14,
  "elements": ["Rb", "O", "C", "O", "O", "H", "C", "C", "C", "C", "C", "C", "N", "O", "C", "C", "C", "H", "H", "H", "H", "H", "H", "H", "H", "H", "H", "H", "H", "H", "H", "H", "H", "H", "H", "C", "C", "O", "C", "H", "H", "H", "H", "H", "H"],
  "xyz": [[-9.346, 6.529, -14.522], [-12.682, 4.235, -12.018], [-11.679, 4.813, -12.801], [-10.497, 4.655, -12.366], [-12.008, 5.437, -13.809], [-12.156, 3.835, -11.320], [-8.921, 6.281, -19.846], [-8.568, 6.318, -18.346], [-7.070, 6.519, -18.168], [-6.605, 7.935, -18.431], [-7.434, 8.940, -17.656], [-8.948, 8.742, -17.776], [-9.291, 7.346, -17.615], [-10.663, 7.142, -17.604], [-9.425, 9.302, -19.130], [-9.584, 9.585, -16.674], [-8.941, 4.955, -17.776], [-8.287, 6.907, -20.477], [-9.969, 6.566, -19.967], [-8.836, 5.262, -20.250], [-6.531, 5.845, -18.847], [-6.804, 6.229, -17.141], [-6.688, 8.124, -19.507], [-5.551, 8.029, -18.154], [-7.179, 9.952, -18.005], [-7.142, 8.946, -16.596], [-10.488, 9.100, -19.257], [-8.873, 8.837, -19.949], [-9.240, 10.379, -19.245], [-9.334, 9.192, -15.687], [-10.666, 9.630, -16.789], [-9.194, 10.605, -16.747], [-8.913, 4.931, -16.689], [-8.230, 4.205, -18.144], [-9.931, 4.656, -18.113], [-10.776, 7.847, -11.089], [-11.429, 8.398, -12.320], [-10.807, 8.612, -13.338], [-12.896, 8.705, -12.257], [-11.011, 8.461, -10.218], [-9.697, 7.798, -11.222], [-11.140, 6.829, -10.925], [-13.229, 9.068, -13.225], [-13.090, 9.483, -11.510], [-13.483, 7.831, -11.974]]
}

=====

[3]
{
  "formula": "C2H3N4",
  "method": "ωB97M-V/def2-TZVPD",
  "total_charge": -1,
  "homo_lumo_gap_ev": 7.989,
  "spin_multiplicity": 1,
  "homo_ev": -3.64,
  "elements": ["C", "C", "N", "N", "N", "N", "H", "H", "H"],
  "xyz": [[-1.536, 0.166, -0.223], [-0.080, 0.010, -0.010], [-3.619, 0.751, -0.193], [-2.364, 0.977, 0.318], [-2.419, -0.726, -1.256], [-3.554, -0.217, -1.065], [0.119, -0.662, 1.009], [0.373, -0.611, -0.893], [0.405, 1.045, 0.197]]
}

=====

[4]
{
  "formula": "C5H8O",
  "method": "ωB97M-V/def2-TZVPD",
  "total_charge": 0,
  "homo_lumo_gap_ev": 8.730,
  "spin_multiplicity": 1,
  "homo_ev": -9.05,
  "elements": ["C", "C", "C", "C", "C", "H", "H", "H", "H", "H", "H", "H", "H", "O"],
  "xyz": [[0.272, -0.083, 2.852], [0.277, -0.517, 0.708], [0.225, -0.080, -0.639], [-0.189, 0.278, -1.779], [-0.446, 0.710, -3.227], [0.597, 0.719, 3.608], [0.939, -1.022, 2.852], [-0.838, -0.425, 3.081], [-0.591, -1.151, 0.852], [1.041, -1.236, 0.753], [-0.444, -0.745, -4.041], [-1.941, 1.432, -3.126], [0.757, 1.629, -3.485], [0.341, 0.490, 1.591]]
}

=====

[5]
{
  "formula": "C6H11N",
  "method": "ωB97M-V/def2-TZVPD",
  "total_charge": 0,
  "homo_lumo_gap_ev": [7.712, 8.400],
  "spin_multiplicity": 1,
  "homo_ev": [-7.17, -7.77],
  "elements": ["C", "C", "C", "C", "C", "N", "C", "H", "H", "H", "H", "H", "H", "H", "H", "H", "H", "H"],
  "xyz": [[-0.502, 0.692, 0.643], [1.399, -0.523, -0.608], [-1.802, 1.311, 0.575], [0.395, 1.212, -0.432], [-0.697, -0.690, 0.136], [2.266, -0.760, 0.502], [-1.455, -1.641, -0.358], [-0.021, 0.703, 1.622], [2.678, 0.088, 0.868], [1.803, -1.246, 1.258], [1.957, -0.016, -1.400], [1.099, -1.457, -1.085], [-2.338, 1.372, -0.363], [-2.278, 1.748, 1.443], [1.104, 2.004, -0.188], [-0.068, 1.312, -1.409], [-1.002, -2.489, -0.864], [-2.539, -1.622, -0.339]]
}

=====

[6]
{
  "formula": "C12H36BeN2O18",
  "method": "ωB97M-V/def2-TZVPD",
  "total_charge": 0,
  "homo_lumo_gap_ev": 3.805,
  "spin_multiplicity": 1,
  "homo_ev": -7.90,
  "elements": ["Be", "N", "O", "O", "O", "N", "O", "O", "O", "C", "C", "O", "O", "H", "H", "H", "H", "H", "H", "C", "C", "O", "O", "H", "H", "H", "H", "H", "H", "C", "C", "O", "O", "H", "H", "H", "H", "H", "H", "C", "C", "O", "O", "H", "H", "H", "H", "H", "H", "C", "C", "O", "O", "H", "H", "H", "H", "H", "H", "C", "C", "O", "O", "H", "H", "H", "H", "H", "H"],
  "xyz": [[-1.533, -2.484, -1.907], [-0.185, 0.418, -3.723], [-0.990, -0.379, -3.132], [0.103, 0.208, -4.900], [0.337, 1.351, -3.112], [-0.440, -0.561, 0.233], [-1.619, -1.048, 0.148], [0.353, -1.031, -0.609], [-0.239, 0.349, 1.016], [4.333, 0.703, 0.883], [3.760, 0.075, -0.387], [3.766, 0.994, -1.447], [3.752, 1.894, 1.422], [5.374, 0.940, 0.630], [4.534, -0.047, 1.653], [2.763, -0.370, -0.331], [4.481, -0.741, -0.525], [3.475, 0.602, -2.273], [3.818, 1.826, 2.378], [0.642, 4.077, 0.586], [0.397, 3.259, -0.702], [1.584, 2.726, -1.256], [1.836, 4.834, 0.414], [0.783, 3.349, 1.387], [-0.256, 4.644, 0.837], [-0.259, 3.776, -1.417], [-0.272, 2.395, -0.576], [1.196, 2.142, -1.930], [1.607, 5.751, 0.247], [-5.861, 0.697, 1.841], [-4.388, 0.886, 1.542], [-3.617, -0.265, 1.945], [-6.049, 0.468, 3.217], [-6.390, 0.019, 1.170], [-6.298, 1.685, 1.652], [-3.952, 1.792, 1.970], [-4.308, 1.165, 0.483], [-2.816, -0.356, 1.405], [-5.243, 0.459, 3.737], [2.647, -2.310, -4.198], [1.563, -3.236, -3.654], [0.868, -2.545, -2.638], [3.502, -1.687, -3.265], [2.186, -1.630, -4.922], [3.169, -2.929, -4.940], [1.907, -4.167, -3.191], [0.995, -3.508, -4.546], [1.484, -1.873, -2.313], [4.273, -1.435, -3.783], [-4.675, -2.453, -0.530], [-3.770, -3.645, -0.198], [-3.417, -4.170, -1.512], [-3.901, -1.481, -1.274], [-4.967, -2.123, 0.472], [-5.570, -2.642, -1.122], [-4.175, -4.570, 0.211], [-2.855, -3.377, 0.330], [-4.022, -4.863, -1.782], [-4.442, -0.687, -1.194], [1.924, 0.558, 3.939], [3.021, 1.515, 4.580], [4.284, 0.981, 4.172], [0.629, 1.030, 3.684], [1.875, -0.343, 4.559], [2.391, 0.231, 3.007], [3.212, 1.458, 5.654], [2.825, 2.535, 4.250], [4.519, 0.343, 4.847], [0.340, 0.820, 2.789]]
}

=====

Summary of energy relative to the best compared isomer or geometry (same formula, charge and spin) in kcal per mole
0.0, 0.0, 27.9, 226.6, 164.6, 94.3
(order as listed above)
Summary of total energy in hartree
-4621.5971, -965.4433, -297.0076, -270.1969, -289.7094, -1956.8150
(order as listed above)